#w
A cluster of 2 separate species, C5H14 in total. Source: the OMol25 dataset; level of theory: ωB97M-V/def2-TZVPD.

## Properties
SMILES ... CCC.CC
LUMO ... 1.1 eV

Positions of all 19 atoms, in Å:
1 C -0.944 -1.956 0.000
2 C -1.614 -0.880 0.841
3 C -1.823 0.399 -0.018
4 H -0.132 -1.562 -0.600
5 H -1.662 -2.263 -0.786
6 H -0.754 -2.901 0.502
7 H -2.619 -1.244 1.096
8 H -1.085 -0.621 1.754
9 H -0.970 0.878 -0.449
10 H -2.517 0.217 -0.873
11 H -2.345 1.038 0.698
12 C 2.381 1.757 0.018
13 C 1.762 0.477 -0.584
14 H 1.758 2.655 -0.130
15 H 2.501 1.641 1.088
16 H 3.336 1.985 -0.480
17 H 2.054 0.240 -1.600
18 H 0.664 0.520 -0.542
19 H 2.009 -0.378 0.066

***

#x
A cluster of 2 separate species, C5H14 in total. Source: the OMol25 dataset; level of theory: ωB97M-V/def2-TZVPD.

## Properties
SMILES ... CCC.CC
LUMO ... 1.1 eV

Positions of all 19 atoms, in Å:
1 C -2.002 0.475 -0.773
2 C -2.154 -1.051 -0.931
3 C -0.815 -1.770 -1.000
4 H -2.744 0.935 -0.107
5 H -1.019 0.732 -0.382
6 H -2.107 0.970 -1.734
7 H -2.718 -1.250 -1.837
8 H -2.757 -1.455 -0.114
9 H -0.826 -2.634 -1.655
10 H -0.420 -2.110 -0.039
11 H -0.045 -1.113 -1.413
12 C 1.521 0.679 1.078
13 C 2.851 1.365 1.407
14 H 0.770 1.102 1.749
15 H 1.258 0.888 0.044
16 H 1.640 -0.400 1.157
17 H 3.708 0.864 0.971
18 H 3.031 1.363 2.483
19 H 2.829 2.408 1.096

***

Of them, #x has the highest stability.

***

#w
A cluster of 2 separate species, C5H14 in total. Source: the OMol25 dataset; level of theory: ωB97M-V/def2-TZVPD.

## Properties
SMILES ... CCC.CC
LUMO ... 1.2 eV

Positions of all 19 atoms, in Å:
1 C 2.149 1.153 -0.268
2 C 0.729 1.126 -0.808
3 C 0.443 0.003 -1.809
4 H 2.873 1.591 -0.961
5 H 2.613 0.164 -0.147
6 H 2.142 1.615 0.719
7 H 0.040 1.178 0.038
8 H 0.526 2.078 -1.313
9 H 1.193 -0.771 -1.659
10 H -0.611 -0.258 -1.767
11 H 0.563 0.397 -2.823
12 C -1.406 -0.698 2.003
13 C -1.794 -1.448 0.735
14 H -1.377 -1.275 2.920
15 H -0.507 -0.134 1.743
16 H -2.085 0.133 2.254
17 H -1.914 -0.783 -0.121
18 H -2.660 -2.082 0.903
19 H -0.919 -1.991 0.360

***

#x
A cluster of 2 separate species, C5H14 in total. Source: the OMol25 dataset; level of theory: ωB97M-V/def2-TZVPD.

## Properties
SMILES ... CCC.CC
LUMO ... 1.1 eV

Positions of all 19 atoms, in Å:
1 C 0.931 1.024 -2.571
2 C 0.424 0.394 -1.285
3 C -0.703 1.301 -0.713
4 H 1.360 2.010 -2.455
5 H 0.046 1.132 -3.227
6 H 1.768 0.465 -3.016
7 H 0.101 -0.642 -1.293
8 H 1.151 0.423 -0.447
9 H -1.650 0.893 -1.121
10 H -0.763 1.348 0.378
11 H -0.632 2.279 -1.175
12 C -0.535 -1.949 1.910
13 C 0.083 -0.668 2.429
14 H -0.116 -2.344 0.990
15 H -0.475 -2.725 2.710
16 H -1.570 -1.888 1.538
17 H 1.107 -0.966 2.641
18 H -0.475 -0.055 3.156
19 H -0.051 -0.029 1.549

***

#y
A cluster of 2 separate species, C5H14 in total. Source: the OMol25 dataset; level of theory: ωB97M-V/def2-TZVPD.

## Properties
SMILES ... CCC.CC
LUMO ... 1.1 eV

Positions of all 19 atoms, in Å:
1 C 1.794 -0.865 0.544
2 C 0.408 -1.436 0.801
3 C 0.161 -2.748 0.036
4 H 2.010 -0.871 -0.529
5 H 2.576 -1.367 1.109
6 H 1.861 0.193 0.834
7 H 0.305 -1.644 1.873
8 H -0.391 -0.749 0.542
9 H 1.079 -3.139 -0.407
10 H -0.231 -3.544 0.669
11 H -0.607 -2.619 -0.726
12 C -1.567 2.159 -0.010
13 C -0.705 2.529 -1.194
14 H -2.638 2.152 -0.199
15 H -1.313 1.158 0.347
16 H -1.397 2.805 0.853
17 H -0.656 1.770 -1.979
18 H -1.002 3.465 -1.688
19 H 0.314 2.752 -0.878

***

Of them, #y has the highest stability.

***

#w
A cluster of 2 separate species, C5H14 in total. Source: the OMol25 dataset; level of theory: ωB97M-V/def2-TZVPD.

## Properties
SMILES ... CCC.CC
LUMO ... 1.1 eV

Positions of all 19 atoms, in Å:
1 C -0.962 1.115 0.335
2 C -0.247 1.121 1.651
3 C 0.708 2.311 1.947
4 H -0.744 1.823 -0.466
5 H -2.088 1.178 0.228
6 H -0.921 0.025 0.074
7 H -1.016 1.183 2.457
8 H 0.330 0.246 1.935
9 H 0.157 3.235 1.846
10 H 0.947 2.379 3.047
11 H 1.624 2.142 1.422
12 C 0.070 -1.767 -2.461
13 C 0.435 -2.660 -1.329
14 H 0.688 -0.854 -2.342
15 H 0.322 -2.178 -3.440
16 H -0.961 -1.419 -2.587
17 H 1.425 -3.093 -1.230
18 H -0.419 -3.343 -1.140
19 H 0.348 -2.125 -0.374

***

#x
A cluster of 2 separate species, C5H14 in total. Source: the OMol25 dataset; level of theory: ωB97M-V/def2-TZVPD.

## Properties
SMILES ... CCC.CC
LUMO ... 1.1 eV

Positions of all 19 atoms, in Å:
1 C 0.399 0.737 1.982
2 C 0.943 -0.616 1.533
3 C -0.284 -1.539 1.598
4 H 1.113 1.506 2.271
5 H -0.264 0.522 2.830
6 H -0.173 1.136 1.131
7 H 1.343 -0.401 0.526
8 H 1.801 -0.909 2.176
9 H -0.180 -2.616 1.387
10 H -0.595 -1.478 2.644
11 H -1.142 -1.242 0.987
12 C -0.008 0.950 -1.783
13 C -0.688 0.189 -3.007
14 H -0.676 1.824 -1.744
15 H -0.291 0.419 -0.878
16 H 1.002 1.317 -1.869
17 H -0.276 -0.825 -3.111
18 H -0.270 0.723 -3.852
19 H -1.755 0.303 -2.822

***

Of them, #x has the highest stability.

***

#w
A cluster of 2 separate species, C5H14 in total. Source: the OMol25 dataset; level of theory: ωB97M-V/def2-TZVPD.

## Properties
SMILES ... CCC.CC
LUMO ... 1.1 eV

Positions of all 19 atoms, in Å:
1 C 0.187 -1.729 2.440
2 C -0.030 -1.086 1.080
3 C 1.107 -1.484 0.103
4 H 1.121 -1.450 2.920
5 H 0.305 -2.820 2.429
6 H -0.673 -1.540 3.086
7 H -0.950 -1.397 0.642
8 H 0.022 -0.002 1.203
9 H 2.157 -1.504 0.496
10 H 0.916 -2.454 -0.341
11 H 1.160 -0.861 -0.792
12 C -0.846 1.490 -1.314
13 C -0.405 2.699 -2.146
14 H -1.596 1.767 -0.551
15 H -1.407 0.888 -2.005
16 H 0.008 1.021 -0.817
17 H 0.150 2.463 -3.051
18 H 0.228 3.346 -1.516
19 H -1.237 3.333 -2.472

***

#x
A cluster of 2 separate species, C5H14 in total. Source: the OMol25 dataset; level of theory: ωB97M-V/def2-TZVPD.

## Properties
SMILES ... CCC.CC
LUMO ... 1.1 eV

Positions of all 19 atoms, in Å:
1 C 0.641 -0.236 -1.721
2 C -0.014 -1.622 -2.031
3 C -1.299 -1.905 -1.210
4 H 0.160 -0.163 -0.745
5 H 0.340 0.525 -2.447
6 H 1.684 -0.129 -1.530
7 H -0.309 -1.706 -3.069
8 H 0.698 -2.429 -1.676
9 H -2.087 -1.326 -1.765
10 H -1.706 -2.924 -1.293
11 H -1.289 -1.451 -0.231
12 C 0.194 2.370 1.993
13 C 0.602 0.955 2.459
14 H 0.799 3.275 2.003
15 H -0.150 2.229 0.941
16 H -0.647 2.774 2.636
17 H 0.668 0.759 3.551
18 H 0.075 0.126 2.037
19 H 1.640 0.880 2.098

***

#y
A cluster of 2 separate species, C5H14 in total. Source: the OMol25 dataset; level of theory: ωB97M-V/def2-TZVPD.

## Properties
SMILES ... CCC.CC
LUMO ... 1.2 eV

Positions of all 19 atoms, in Å:
1 C -1.137 -0.710 1.553
2 C -0.885 0.760 1.910
3 C 0.054 1.464 0.883
4 H -1.196 -0.831 0.475
5 H -1.976 -1.092 2.130
6 H -0.337 -1.368 1.918
7 H -1.840 1.265 1.932
8 H -0.453 0.862 2.903
9 H 0.243 0.745 0.083
10 H -0.361 2.331 0.393
11 H 1.024 1.534 1.370
12 C 0.289 -0.679 -2.488
13 C 1.559 -0.717 -1.655
14 H -0.653 -0.811 -1.957
15 H 0.160 0.310 -2.926
16 H 0.360 -1.305 -3.378
17 H 2.276 -1.444 -2.027
18 H 1.382 -1.166 -0.668
19 H 2.078 0.226 -1.507

***

Of them, #w has the highest stability.